(1)
# C27H27BrO4

A 5-piece molecular cluster, C27H27BrO4 overall at a distorted geometry (ωB97M-V/def2-TZVPD, the Open Molecules 2025 dataset).

CARTESIAN COORDINATES (ANGSTROEM)
O  2.71  -0.19  0.65
C  2.87  0.09  -0.51
C  2.44  1.42  -1.10
O  1.03  1.40  -1.38
C  0.30  1.09  -0.29
O  0.22  1.75  0.71
O  -0.35  -0.10  -0.33
Br  -0.62  -0.89  -1.98
H  3.31  -0.64  -1.20
H  2.92  1.54  -2.06
H  2.69  2.26  -0.47
C  -0.55  -5.88  1.15
C  0.51  -4.98  1.11
C  0.25  -3.62  0.96
C  -1.05  -3.17  0.86
C  -2.11  -4.07  0.90
C  -1.85  -5.43  1.05
H  -0.35  -6.94  1.27
H  1.53  -5.33  1.18
H  1.07  -2.92  0.93
H  -1.25  -2.11  0.75
H  -3.13  -3.72  0.81
H  -2.67  -6.13  1.08
C  2.64  -5.61  -1.02
C  2.70  -4.29  -0.60
C  2.93  -3.99  0.74
C  3.09  -5.03  1.66
C  3.03  -6.35  1.23
C  2.80  -6.64  -0.10
H  2.47  -5.83  -2.06
H  2.57  -3.48  -1.31
H  2.97  -2.96  1.07
H  3.27  -4.80  2.70
H  3.15  -7.15  1.95
H  2.75  -7.67  -0.43
C  -4.50  3.72  -3.17
C  -3.90  3.20  -2.04
C  -2.55  2.87  -2.05
C  -1.81  3.05  -3.21
C  -2.41  3.57  -4.35
C  -3.76  3.90  -4.33
H  -5.55  3.99  -3.16
H  -4.48  3.06  -1.13
H  -2.09  2.46  -1.16
H  -0.76  2.79  -3.22
H  -1.83  3.71  -5.25
H  -4.22  4.31  -5.22
C  -0.51  5.28  1.26
C  -0.78  6.63  1.49
C  -0.64  7.15  2.76
C  -0.22  6.34  3.81
C  0.04  4.99  3.58
C  -0.10  4.47  2.30
H  -0.62  4.87  0.26
H  -1.11  7.26  0.67
H  -0.85  8.20  2.94
H  -0.11  6.75  4.80
H  0.36  4.36  4.39
H  0.10  3.42  2.11

* F_max: 0.0540 hartree/bohr
* LUMO energy: -0.0440 Ha
* structure (SMILES): O=CCOC(=O)OBr.c1ccccc1.c1ccccc1.c1ccccc1.c1ccccc1
* DFT total energy: -3919.8764 Eh
* HOMO-LUMO gap: 0.2717 Eh

These are the Mulliken partial charges, in e, on atoms 1 to 8:
1 O -0.42
2 C 0.08
3 C -0.51
4 O -0.29
5 C 0.87
6 O -0.57
7 O -0.19
8 Br 0.03

(2)
# C27H27Cl5N2S2SiTl

C27H27Cl5N2S2SiTl as an isolated structure (ωB97M-V/def2-TZVPD, the Open Molecules 2025 dataset).

CARTESIAN COORDINATES (ANGSTROEM)
Tl  1.98  -1.32  -1.38
S  1.30  -0.94  1.38
C  0.70  0.59  1.66
N  0.27  0.96  2.85
C  -0.13  2.35  3.09
C  -1.02  2.78  1.96
N  -0.27  2.64  0.71
C  -0.48  3.64  -0.34
C  -1.35  3.14  -1.47
C  -0.92  3.22  -2.79
C  -1.73  2.77  -3.82
C  -2.98  2.24  -3.55
C  -3.42  2.16  -2.24
C  -2.61  2.61  -1.20
C  0.58  1.63  0.52
S  1.46  1.48  -0.87
C  0.09  -0.01  3.96
C  -1.21  -0.76  3.80
C  -2.43  -0.12  4.01
C  -3.63  -0.79  3.84
C  -3.62  -2.13  3.45
C  -2.41  -2.78  3.25
C  -1.21  -2.10  3.43
H  0.77  2.98  3.12
H  -0.63  2.42  4.05
H  -1.33  3.81  2.07
H  -1.91  2.14  1.93
H  0.49  3.95  -0.72
H  -0.95  4.50  0.14
H  0.06  3.63  -3.00
H  -1.38  2.85  -4.85
H  -3.61  1.90  -4.36
H  -4.40  1.76  -2.02
H  -2.97  2.56  -0.18
H  0.09  0.57  4.88
H  0.93  -0.69  3.97
H  -2.45  0.92  4.34
H  -4.56  -0.29  4.02
H  -4.55  -2.66  3.33
H  -2.40  -3.83  2.97
H  -0.27  -2.62  3.28
Cl  4.81  1.01  -1.69
C  5.16  -0.66  -1.38
C  4.12  -1.57  -1.24
C  4.48  -2.90  -1.04
Cl  3.20  -4.08  -0.82
C  5.79  -3.33  -0.97
Cl  6.17  -4.99  -0.72
C  6.81  -2.39  -1.10
Cl  8.45  -2.89  -1.02
C  6.49  -1.05  -1.30
Cl  7.75  0.10  -1.47
C  -0.56  -3.50  -2.21
Si  -0.41  -1.65  -2.19
C  -0.37  -0.80  -3.83
C  -1.54  -0.85  -0.96
H  -1.58  -3.82  -2.43
H  -0.28  -3.92  -1.24
H  0.10  -3.94  -2.96
H  -1.38  -0.69  -4.25
H  0.23  -1.36  -4.55
H  0.05  0.20  -3.73
H  -2.57  -1.11  -1.21
H  -1.45  0.24  -0.99
H  -1.35  -1.20  0.06

* relative energy (zero: lowest compared OMol25 entry of this formula, charge and spin): 9.3 kJ/mol
* F_max: 0.0108 hartree/bohr
* net charge: +1
* LUMO energy: -0.1415 Ha
* DFT total energy: -4713.7227 Eh
* HOMO-LUMO gap: 0.2741 Eh

These are the Mulliken partial charges, in e, on atoms 1 to 8:
1 Tl 0.63
2 S -0.14
3 C 0.58
4 N 0.10
5 C -1.13
6 C -0.49
7 N 0.09
8 C -1.79

(3)
# C27H27N2

An isolated ion of composition C27H27N2 and charge +1 at a distorted geometry (ωB97M-V/def2-TZVPD, the Open Molecules 2025 dataset).

CARTESIAN COORDINATES (ANGSTROEM)
C  3.40  1.96  0.89
C  1.95  2.25  0.88
N  1.53  3.52  1.13
C  0.18  3.52  1.45
C  -0.63  4.63  1.57
C  -2.01  4.43  1.73
C  -2.49  3.12  1.85
C  -3.96  2.85  2.00
C  -1.63  2.00  1.75
C  -0.27  2.17  1.44
C  0.86  1.31  0.98
C  0.21  -0.26  0.68
C  -0.62  -0.03  -0.53
C  -0.03  0.33  -1.75
C  -0.86  0.46  -2.87
C  -2.25  0.30  -2.76
C  -3.12  0.45  -3.96
C  -2.83  0.03  -1.51
C  -2.00  -0.13  -0.40
C  0.99  -1.58  0.59
C  2.06  -1.90  1.42
N  2.62  -3.10  1.04
C  3.76  -3.73  1.70
C  1.92  -3.62  -0.04
C  2.18  -4.78  -0.77
C  1.30  -5.08  -1.82
C  0.23  -4.24  -2.12
C  -0.01  -3.06  -1.39
C  0.86  -2.69  -0.36
H  3.61  0.89  0.79
H  3.86  2.51  0.06
H  3.82  2.30  1.84
H  2.17  4.32  1.16
H  -0.18  5.62  1.46
H  -2.68  5.29  1.72
H  -4.10  1.77  1.92
H  -4.38  3.18  2.96
H  -4.53  3.33  1.20
H  -2.09  1.01  1.91
H  1.50  0.32  1.48
H  -0.41  -0.29  1.60
H  1.06  0.39  -1.83
H  -0.42  0.66  -3.85
H  -4.14  0.72  -3.68
H  -2.72  1.23  -4.60
H  -3.17  -0.48  -4.55
H  -3.91  -0.09  -1.37
H  -2.42  -0.45  0.57
H  2.44  -1.41  2.31
H  4.11  -4.57  1.09
H  4.57  -2.99  1.81
H  3.48  -4.10  2.70
H  3.03  -5.41  -0.51
H  1.46  -5.99  -2.40
H  -0.44  -4.50  -2.95
H  -0.87  -2.42  -1.62

* relative energy (zero: lowest compared OMol25 entry of this formula, charge and spin): 226.7 kJ/mol
* F_max: 0.0619 hartree/bohr
* net charge: +1
* LUMO energy: -0.1283 Ha
* structure (SMILES): CC1=[NH+]c2ccc(C)cc2[C@H]1[C@@H](c1ccc(C)cc1)c1cn(C)c2ccccc12
* DFT total energy: -1154.2640 Eh
* HOMO-LUMO gap: 0.2586 Eh

These are the Mulliken partial charges, in e, on atoms 1 to 8:
1 C -1.49
2 C 0.46
3 N 0.06
4 C -0.46
5 C -0.89
6 C -0.69
7 C 0.41
8 C -1.57

(4)
# C27H27N3O8

C27H27N3O8 in the gas phase at a distorted geometry (ωB97M-V/def2-TZVPD, the Open Molecules 2025 dataset).

CARTESIAN COORDINATES (ANGSTROEM)
C  6.59  5.15  0.70
C  5.80  4.27  0.48
C  4.84  3.22  0.19
C  3.69  3.76  -0.66
O  2.82  2.71  -1.09
C  1.95  2.26  -0.17
O  1.89  2.63  0.96
N  1.16  1.27  -0.75
C  0.14  0.61  -0.13
N  -0.34  0.91  1.02
C  -1.52  0.31  1.38
C  -2.01  0.77  2.73
O  -2.76  1.69  2.90
O  -1.45  0.06  3.70
C  -1.80  0.43  5.02
C  -2.27  -0.47  0.57
C  -3.67  -0.77  0.90
O  -4.54  -0.92  0.07
O  -3.88  -0.82  2.22
C  -5.23  -0.96  2.66
C  -1.77  -0.95  -0.78
N  -1.71  -2.41  -0.86
C  -2.87  -3.25  -0.79
C  -3.24  -3.75  0.58
C  -2.56  -3.54  1.69
C  -0.43  -2.85  -0.63
C  0.03  -4.14  -0.43
C  1.39  -4.33  -0.25
C  2.27  -3.27  -0.26
C  1.81  -1.97  -0.48
C  0.47  -1.78  -0.68
C  -0.30  -0.52  -1.01
C  0.06  0.01  -2.41
C  1.29  0.89  -2.15
C  1.26  2.14  -3.04
O  0.46  3.02  -2.93
O  2.21  2.07  -3.97
C  2.27  3.17  -4.88
H  7.28  5.90  0.91
H  5.35  2.41  -0.35
H  4.45  2.83  1.13
H  3.12  4.50  -0.09
H  4.07  4.22  -1.58
H  -2.86  0.27  5.18
H  -1.56  1.48  5.20
H  -1.21  -0.21  5.68
H  -5.23  -1.71  3.46
H  -5.86  -1.28  1.84
H  -5.57  0.00  3.05
H  -2.46  -0.59  -1.56
H  -2.70  -4.12  -1.45
H  -3.72  -2.69  -1.20
H  -4.14  -4.35  0.59
H  -2.89  -3.94  2.64
H  -1.66  -2.96  1.72
H  -0.66  -4.97  -0.40
H  1.76  -5.33  -0.08
H  3.33  -3.44  -0.09
H  2.51  -1.14  -0.48
H  0.28  -0.80  -3.11
H  -0.76  0.62  -2.80
H  2.23  0.36  -2.33
H  1.36  3.21  -5.48
H  2.37  4.11  -4.33
H  3.14  3.00  -5.50

* relative energy (zero: lowest compared OMol25 entry of this formula, charge and spin): 0.0 kJ/mol
* F_max: 0.0227 hartree/bohr
* LUMO energy: 0.0045 Ha
* structure (SMILES): C#CCCOC(=O)N1C2=NC(C(=O)OC)=C(C(=O)OC)[C@@H]3N(CC=C)c4ccccc4[C@]23C[C@H]1C(=O)OC
* DFT total energy: -1811.2210 Eh
* HOMO-LUMO gap: 0.2881 Eh

These are the Mulliken partial charges, in e, on atoms 1 to 8:
1 C 0.17
2 C -0.79
3 C -0.25
4 C -0.93
5 O -0.17
6 C 0.46
7 O -0.59
8 N 0.76

(5)
# C27H27NO6

C27H27NO6 in the gas phase (ωB97M-V/def2-TZVPD, the Open Molecules 2025 dataset).

CARTESIAN COORDINATES (ANGSTROEM)
C  2.50  -6.09  -4.24
C  2.78  -4.80  -4.18
C  1.74  -3.72  -4.12
O  1.97  -2.86  -3.00
C  1.49  -3.27  -1.83
O  0.84  -4.28  -1.66
C  1.82  -2.32  -0.73
C  1.37  -2.53  0.51
C  1.66  -1.59  1.63
C  0.45  -0.74  1.93
C  -0.70  -0.68  1.22
N  -1.57  0.25  1.76
C  -2.82  0.59  1.29
C  -3.27  -0.17  0.06
O  -3.50  1.44  1.82
C  -0.94  0.81  2.87
C  -1.38  1.78  3.76
C  -0.52  2.14  4.78
C  0.72  1.54  4.94
C  1.16  0.57  4.06
C  0.33  0.20  3.01
C  2.88  -0.73  1.25
C  2.71  -0.21  -0.18
O  1.58  0.61  -0.18
C  1.29  1.27  -1.39
C  -0.02  1.99  -1.20
C  -0.27  2.65  -0.01
C  -1.49  3.26  0.21
C  -2.48  3.24  -0.77
C  -3.81  3.91  -0.50
O  -3.70  5.31  -0.36
C  -2.22  2.60  -1.97
C  -1.00  1.97  -2.18
O  2.60  -1.26  -1.12
H  3.27  -6.84  -4.29
H  1.48  -6.45  -4.26
H  3.80  -4.45  -4.15
H  0.74  -4.16  -4.05
H  1.81  -3.07  -4.99
H  0.75  -3.40  0.69
H  1.90  -2.16  2.54
H  -0.96  -1.24  0.35
H  -2.59  0.02  -0.76
H  -3.31  -1.23  0.26
H  -4.26  0.18  -0.21
H  -2.35  2.23  3.65
H  -0.84  2.90  5.49
H  1.36  1.84  5.76
H  2.12  0.10  4.19
H  2.98  0.12  1.91
H  3.78  -1.34  1.29
H  3.60  0.35  -0.52
H  2.10  1.99  -1.62
H  1.23  0.55  -2.22
H  0.48  2.65  0.76
H  -1.68  3.75  1.16
H  -4.25  3.46  0.41
H  -4.49  3.75  -1.34
H  -3.08  5.50  0.35
H  -2.97  2.59  -2.74
H  -0.82  1.46  -3.12

* relative energy (zero: lowest compared OMol25 entry of this formula, charge and spin): 260.7 kJ/mol
* F_max: 0.0167 hartree/bohr
* LUMO energy: 0.0223 Ha
* structure (SMILES): C=CCOC(=O)C1=C[C@H](c2cn(C(C)=O)c3ccccc23)C[C@H](OCc2ccc(CO)cc2)O1
* DFT total energy: -1551.2625 Eh
* HOMO-LUMO gap: 0.3227 Eh

These are the Mulliken partial charges, in e, on atoms 1 to 8:
1 C -0.67
2 C -0.09
3 C -0.52
4 O -0.33
5 C 0.26
6 O -0.62
7 C 0.61
8 C -1.22

(6)
# C27H27O

A 2-piece molecular cluster, C27H27O overall at a distorted geometry (ωB97M-V/def2-TZVPD, the Open Molecules 2025 dataset).

CARTESIAN COORDINATES (ANGSTROEM)
C  -3.37  1.85  -1.20
C  -2.27  2.53  -0.46
C  -2.23  2.50  0.88
C  -1.05  2.95  1.68
H  -0.44  2.03  1.88
C  -0.21  3.98  0.94
C  0.68  4.88  1.73
C  -0.26  4.04  -0.40
C  -1.21  3.25  -1.25
H  -3.24  1.96  -2.29
H  -3.39  0.77  -0.97
H  -4.35  2.27  -0.93
H  -3.03  2.00  1.44
H  -1.33  3.33  2.68
H  0.42  4.86  2.79
H  1.74  4.60  1.64
H  0.60  5.92  1.38
H  0.43  4.70  -0.94
H  -0.65  2.53  -1.88
H  -1.71  3.93  -1.97
C  3.14  -3.46  -4.94
C  2.15  -4.14  -4.22
C  1.04  -3.45  -3.71
C  0.96  -2.08  -3.95
O  -0.07  -1.32  -3.37
C  -0.02  -1.10  -2.00
C  0.51  0.12  -1.54
C  0.57  0.35  -0.18
C  0.07  -0.58  0.77
C  0.23  -0.30  2.15
C  0.11  -1.20  3.25
C  0.19  -0.67  4.58
C  0.05  -1.49  5.69
C  -0.19  -2.87  5.53
C  -0.18  -3.43  4.24
C  0.01  -2.62  3.13
C  -0.58  -1.74  0.24
C  -0.57  -2.03  -1.11
C  1.90  -1.39  -4.73
C  3.02  -2.09  -5.18
H  4.00  -4.00  -5.33
H  2.23  -5.22  -4.05
H  0.26  -3.95  -3.14
H  0.89  0.84  -2.27
H  1.03  1.27  0.18
H  0.63  0.68  2.41
H  0.39  0.40  4.69
H  0.14  -1.07  6.70
H  -0.33  -3.51  6.40
H  -0.28  -4.51  4.10
H  0.12  -3.08  2.15
H  -1.10  -2.44  0.90
H  -1.00  -2.96  -1.51
H  1.74  -0.33  -4.91
H  3.78  -1.54  -5.74

* relative energy (zero: lowest compared OMol25 entry of this formula, charge and spin): 0.0 kJ/mol
* F_max: 0.0274 hartree/bohr
* net charge: +1
* LUMO energy: -0.2110 Ha
* DFT total energy: -1119.9757 Eh
* HOMO-LUMO gap: 0.1938 Eh

These are the Mulliken partial charges, in e, on atoms 1 to 8:
1 C -1.69
2 C 0.70
3 C -0.58
4 C 0.04
5 H -0.54
6 C 0.84
7 C -1.55
8 C -0.78

(7)
# C27H28As2N3O2Ti

C27H28As2N3O2Ti as an isolated structure (ωB97M-V/def2-TZVPD, the Open Molecules 2025 dataset).

CARTESIAN COORDINATES (ANGSTROEM)
Ti  -1.50  -0.97  -0.68
C  -0.02  2.04  1.22
C  0.10  2.23  -0.29
As  0.58  0.69  -1.42
C  0.47  1.53  -3.19
C  1.56  1.31  -4.12
C  1.59  1.95  -5.33
C  0.53  2.81  -5.66
C  -0.57  3.01  -4.74
C  -0.60  2.36  -3.53
C  2.44  0.30  -1.22
C  3.35  1.33  -1.00
C  4.70  1.03  -0.94
C  5.14  -0.28  -1.12
C  4.23  -1.30  -1.35
C  2.87  -1.02  -1.40
As  -0.94  0.49  1.95
C  0.18  -1.06  1.71
C  1.52  -1.03  2.08
C  2.31  -2.16  1.87
C  1.79  -3.29  1.26
C  0.46  -3.33  0.87
C  -0.36  -2.22  1.09
C  -1.54  0.74  3.71
C  -2.02  1.99  4.10
C  -2.44  2.14  5.41
C  -2.37  1.07  6.29
C  -1.89  -0.17  5.88
C  -1.47  -0.35  4.58
H  -0.52  2.90  1.66
H  0.96  1.98  1.71
H  0.84  3.01  -0.47
H  -0.85  2.59  -0.69
H  2.36  0.64  -3.85
H  2.40  1.80  -6.02
H  0.52  3.33  -6.61
H  -1.38  3.68  -5.03
H  -1.44  2.51  -2.86
H  3.03  2.36  -0.88
H  5.42  1.83  -0.77
H  6.20  -0.50  -1.08
H  4.58  -2.31  -1.51
H  2.16  -1.82  -1.59
H  1.94  -0.16  2.56
H  3.35  -2.15  2.19
H  2.42  -4.17  1.11
H  0.04  -4.24  0.46
H  -1.44  -2.38  1.07
H  -2.08  2.83  3.41
H  -2.81  3.10  5.74
H  -2.70  1.20  7.32
H  -1.85  -1.00  6.58
H  -1.09  -1.31  4.26
N  -3.86  -3.94  -2.23
C  -3.78  -2.81  -1.58
N  -4.84  -2.21  -1.06
O  -2.59  -2.25  -1.45
H  -4.74  -4.41  -2.39
H  -3.04  -4.36  -2.64
H  -5.77  -2.61  -1.15
H  -4.76  -1.34  -0.56
O  -2.46  0.51  -0.45
N  -2.30  -0.14  0.78

* relative energy (zero: lowest compared OMol25 entry of this formula, charge and spin): 5.5 kJ/mol
* spin multiplicity: 2
* F_max: 0.0087 hartree/bohr
* net charge: +4
* LUMO energy (spin up / spin down): -0.4653 / -0.5539 Ha
* DFT total energy: -6679.9040 Eh
* HOMO-LUMO gap (spin up / spin down): 0.2447 / 0.1560 Eh

These are the Mulliken partial charges, in e, on atoms 1 to 8:
1 Ti 0.54
2 C -1.08
3 C -1.27
4 As 1.20
5 C 0.57
6 C -0.10
7 C -0.81
8 C -0.34

(8)
# C27H28BrN3O11P2PtS

C27H28BrN3O11P2PtS as an isolated structure at a distorted geometry (ωB97M-V/def2-TZVPD, the Open Molecules 2025 dataset).

CARTESIAN COORDINATES (ANGSTROEM)
Pt  0.25  1.04  0.06
O  4.71  1.08  0.79
P  3.28  1.87  0.85
O  3.54  3.31  0.68
O  2.40  1.08  -0.11
O  2.86  1.48  2.37
P  1.40  1.93  3.00
O  1.76  1.72  4.58
O  1.17  3.38  2.76
O  0.38  0.91  2.62
H  5.35  1.77  1.02
H  2.15  2.55  4.85
Br  -1.90  1.83  -2.74
C  -2.56  1.46  -1.00
C  -3.84  1.86  -0.70
C  -4.40  1.44  0.49
C  -3.65  0.59  1.30
C  -2.37  0.25  0.92
N  -1.79  0.71  -0.20
H  -4.39  2.48  -1.40
H  -5.41  1.73  0.77
H  -4.07  0.18  2.21
H  -1.75  -0.41  1.51
C  -3.21  5.14  1.26
C  -2.71  4.01  1.90
C  -1.67  3.28  1.35
C  -1.06  3.69  0.15
C  -1.62  4.81  -0.51
C  -2.67  5.52  0.05
N  -0.03  2.95  -0.41
C  0.87  3.56  -1.30
C  1.37  2.85  -2.40
C  2.22  3.45  -3.31
C  2.60  4.78  -3.15
C  2.14  5.48  -2.04
C  1.30  4.88  -1.12
H  -4.02  5.72  1.71
H  -3.14  3.69  2.84
H  -1.28  2.42  1.88
H  -1.21  5.10  -1.47
H  -3.07  6.37  -0.49
H  1.08  1.81  -2.52
H  2.60  2.88  -4.15
H  3.26  5.26  -3.86
H  2.46  6.50  -1.87
H  1.01  5.40  -0.22
C  -3.49  -6.32  -0.66
C  -1.99  -6.19  -0.50
C  -1.44  -5.65  0.66
C  -0.07  -5.52  0.81
C  0.76  -5.93  -0.22
C  0.23  -6.46  -1.39
C  -1.14  -6.59  -1.52
S  2.54  -5.86  -0.03
O  3.11  -6.23  -1.30
O  2.86  -6.68  1.11
N  2.95  -4.32  0.31
C  2.73  -3.35  -0.78
C  2.48  -1.94  -0.21
C  1.20  -1.89  0.66
O  1.11  -2.71  1.60
O  0.28  -1.09  0.32
H  -4.00  -6.17  0.29
H  -3.75  -7.31  -1.04
H  -3.86  -5.58  -1.36
H  -2.10  -5.32  1.46
H  0.35  -5.08  1.70
H  0.91  -6.77  -2.17
H  -1.56  -7.01  -2.43
H  2.40  -3.98  1.13
H  1.87  -3.65  -1.39
H  3.61  -3.35  -1.42
H  2.38  -1.23  -1.02
H  3.32  -1.63  0.41

* relative energy (zero: lowest compared OMol25 entry of this formula, charge and spin): 168.5 kJ/mol
* F_max: 0.0505 hartree/bohr
* net charge: -2
* LUMO energy: 0.1404 Ha
* DFT total energy: -5812.2146 Eh
* HOMO-LUMO gap: 0.1972 Eh

These are the Mulliken partial charges, in e, on atoms 1 to 8:
1 Pt 1.69
2 O -0.58
3 P 0.91
4 O -0.78
5 O -0.46
6 O -0.23
7 P 0.66
8 O -0.63